Entry 1:
A 2-piece molecular cluster, C25H21ClN2O2S overall at a distorted geometry, computed with the ωB97M-V functional and the def2-TZVPD basis.

CARTESIAN COORDINATES (ANGSTROEM)
Cl: -1.37936 2.70390 4.14048
S: 0.18576 1.52730 1.86117
O: 0.54390 2.88905 1.31800
O: -0.92018 0.64082 1.34644
N: -4.44177 -0.25996 7.82767
N: 6.29827 -2.13624 1.88361
C: -5.93168 1.66985 8.60528
C: -6.68689 2.72528 8.15049
C: 5.30052 -1.54332 1.89887
C: 2.91392 1.25361 1.82335
C: -3.91512 -0.71738 9.10972
C: -7.22337 1.50988 2.26597
C: -6.84964 2.95329 6.78251
C: -4.68651 0.06640 5.59799
C: 4.09368 -0.83004 1.90365
C: -5.50759 1.03581 6.29747
C: 2.87823 -1.50109 1.97442
C: -0.11451 1.69646 3.61345
C: 4.10286 0.55764 1.83244
C: -4.38963 0.03378 4.21678
C: -5.33595 0.81506 7.67395
C: -3.08262 -1.80505 6.37282
C: -4.47888 1.15605 2.03267
C: -6.54809 0.79865 3.22932
C: 1.71638 0.57973 1.88760
C: 1.69418 -0.79395 1.96417
C: -6.25186 2.13505 5.85688
C: -5.16752 1.86052 1.07639
C: -5.14399 0.64540 3.16857
C: -6.53477 2.05568 1.19454
C: -4.04444 -0.70266 6.59418
H: -4.33148 -0.14046 9.93071
H: 0.74419 -1.30347 1.99985
H: 2.90124 2.33003 1.75156
H: -2.83426 -0.60146 9.12717
H: -4.16009 -1.76474 9.26672
H: -7.08854 0.35890 4.04996
H: 5.04654 1.07598 1.76462
H: -3.43255 -0.37714 3.94288
H: -5.77899 1.51295 9.65767
H: -6.31343 2.36725 4.81003
H: -3.43255 -2.71740 6.85606
H: -3.40868 1.04312 1.96028
H: 2.87563 -2.57874 2.01714
H: -2.95381 -2.02568 5.31276
H: -4.63793 2.28323 0.23691
H: -7.44465 3.78513 6.44360
H: -2.10421 -1.55609 6.78440
H: -7.06479 2.62165 0.44445
H: 0.46928 1.15829 4.32522
H: -8.28958 1.65335 2.34787
H: -7.14276 3.40145 8.85493

LUMO level ... -2.433 eV
Calculated total energy ... -56693.718 eV
Energy above the lowest of the compared OMol25 structures with the same formula, charge and spin ... 545.2 kJ/mol
Frontier orbital gap ... 2.860 eV
Spin multiplicity ... 1
Molecular weight ... 449.0 g/mol

Here are the natural (NBO) charges for atoms 1 to 4, given in e:
1 Cl -0.027
2 S 2.032
3 O -0.930
4 O -0.965

Entry 2:
C25H21F11N4RuSbSe as an isolated structure at a distorted geometry, computed with the ωB97M-V functional and the def2-TZVPD basis.

CARTESIAN COORDINATES (ANGSTROEM)
Sb: -0.61519 0.77581 -4.08667
Ru: -0.40538 -0.57266 -0.54574
Se: -0.67625 -2.79269 -1.57352
F: 0.91985 1.82176 -3.72444
F: -1.15000 1.05804 -2.23205
F: 0.59159 -5.96835 2.43955
F: -0.05882 0.39015 -5.80876
F: -0.09135 -8.18136 1.03537
F: -1.59248 2.31375 -4.44980
F: -1.06255 -7.95414 -1.47052
F: -1.34811 -5.55141 -2.59563
F: 0.35956 -3.55751 1.33771
F: 0.43858 -0.59778 -3.28666
F: -2.05843 -0.40510 -4.16960
N: 1.81708 -0.16961 -0.92821
N: 1.02161 1.21164 1.50213
N: -1.05555 -1.16882 1.76346
N: -2.65721 -0.29680 -0.40086
C: 0.11859 -5.85864 1.19881
C: -1.90193 4.33204 0.04584
C: 1.51021 1.88714 3.72785
C: 3.27492 1.07875 2.31752
C: -0.20024 4.23911 -1.69163
C: 2.33334 0.83220 1.28975
C: -0.82908 3.65745 -0.57233
C: -3.23769 -1.12169 0.66756
C: -2.30896 5.56187 -0.42661
C: 4.62498 0.70728 2.13674
C: 0.62429 1.65179 2.68360
C: -2.48782 -0.86297 1.95047
C: 4.99872 0.05044 1.01036
C: 2.83831 1.65604 3.51957
C: 0.07553 1.34449 0.39642
C: -1.67461 6.13307 -1.52656
C: 4.04324 -0.24194 0.01557
C: -0.23182 -6.98680 0.48879
C: -0.02424 -4.62526 0.60838
C: -0.86754 -5.61749 -1.36231
C: -0.35863 2.44995 -0.05213
C: -0.63100 5.46357 -2.15950
C: -0.72637 -6.86539 -0.79268
C: -0.52244 -4.46111 -0.67646
C: 2.74288 0.15953 0.11237
H: 6.02797 -0.25180 0.86855
H: -0.91211 -2.16940 1.71686
H: 0.60373 3.71138 -2.19008
H: -3.02591 -0.53786 -1.31066
H: -0.52684 -0.84123 2.55902
H: -1.99783 7.09784 -1.89302
H: -2.39977 3.87442 0.89486
H: 1.61625 0.62531 -1.52933
H: 3.56779 1.88977 4.28849
H: -4.29632 -0.91917 0.81925
H: -2.93364 -1.44574 2.75328
H: 1.13699 2.26627 4.67018
H: -3.12828 -2.16670 0.38277
H: -3.13054 6.07923 0.05585
H: -0.43557 1.85783 2.75595
H: 5.34152 0.92520 2.92161
H: 4.34192 -0.80656 -0.86231
H: -2.85682 0.68559 -0.25372
H: -2.58016 0.19467 2.20967
H: 2.19088 -0.88346 -1.53583
H: -0.16284 5.89609 -3.03653

Total charge ... +1
LUMO level (spin up / spin down) ... -4.729 / -4.645 eV
Calculated total energy ... -136578.817 eV
Energy above the lowest of the compared OMol25 structures with the same formula, charge and spin ... 51.3 kJ/mol
<S²> ... 6.09
Frontier orbital gap (spin up / spin down) ... 4.958 / 6.391 eV
Spin multiplicity ... 5
Molecular weight ... 888.2 g/mol

Here are the natural (NBO) charges for atoms 1 to 4, given in e:
1 Sb 3.195
2 Ru 0.939
3 Se 0.043
4 F -0.696

Entry 3:
A 2-piece molecular cluster, C25H21F2NO5PS overall at a distorted geometry, computed with the ωB97M-V functional and the def2-TZVPD basis.

CARTESIAN COORDINATES (ANGSTROEM)
S: 0.46923 -0.91506 2.57922
P: -1.19455 -1.86224 -1.34375
F: -1.17948 -0.76947 4.56523
F: 0.75927 0.27202 4.91623
O: 3.24223 -0.78385 4.11736
O: -3.70886 -0.24835 1.13601
O: -1.34475 -3.35542 -1.25111
O: 0.98714 1.65574 0.88195
O: -3.91160 -1.66642 -0.63715
N: 1.89227 0.10896 2.39340
C: 0.57397 -1.43331 -1.41175
C: -2.82507 0.62555 -4.20998
C: -0.21037 0.01657 3.97811
C: 3.26627 -0.72699 -1.33202
C: 3.33394 1.71013 1.62663
C: 3.97541 2.74263 0.94673
C: -5.71574 0.56707 2.19477
C: -2.44571 -1.53152 -5.24795
C: -5.12972 -0.10434 0.97854
C: 2.89886 -2.07849 -1.34988
C: 2.28339 0.26072 -1.35861
C: 0.93178 -0.09505 -1.38295
C: -3.19459 -0.98090 0.10581
C: -1.95813 -2.03079 -4.03337
C: 1.92775 1.21281 1.53489
C: -2.86495 -0.19629 -5.34353
C: -2.35407 0.11835 -2.98753
C: 1.55118 -2.43686 -1.39489
C: 5.16812 1.49027 3.19678
C: 3.05300 0.00064 3.20974
C: 3.94809 1.06591 2.68636
C: -1.77413 -0.85329 -0.05489
C: -1.88600 -1.19609 -2.90598
C: 5.83317 2.52383 2.51933
C: 5.25113 3.12505 1.39107
H: 5.55802 1.02771 4.09911
H: 3.66692 -2.85177 -1.31569
H: -5.23651 1.52934 2.40333
H: -3.16008 1.66204 -4.26952
H: 3.47698 3.22819 0.11110
H: -6.77590 0.74557 2.00307
H: 0.14819 0.65903 -1.34716
H: -1.15891 -0.44853 0.73484
H: -5.60189 -1.08580 0.82750
H: -5.31717 0.52222 0.09350
H: -2.35877 0.75062 -2.09741
H: 1.23759 -3.48061 -1.40291
H: -1.63829 -3.07242 -3.95029
H: 6.80306 2.87076 2.87703
H: 5.79233 3.92053 0.87822
H: 2.56309 1.31248 -1.35245
H: -2.48926 -2.18634 -6.12198
H: -0.62435 0.97484 3.61461
H: 4.31671 -0.43512 -1.27643
H: -5.63192 -0.07290 3.07823
H: -3.21829 0.19864 -6.29953

Total charge ... -1
LUMO level ... 1.330 eV
Calculated total energy ... -63554.936 eV
Energy above the lowest of the compared OMol25 structures with the same formula, charge and spin ... 0.0 kJ/mol
Frontier orbital gap ... 5.007 eV
Spin multiplicity ... 1
Molecular weight ... 516.5 g/mol

Here are the natural (NBO) charges for atoms 1 to 4, given in e:
1 S 0.488
2 P 1.936
3 F -0.333
4 F -0.344

Entry 4:
A 2-piece molecular cluster, C25H21F3O3 overall at a distorted geometry, computed with the ωB97M-V functional and the def2-TZVPD basis.

CARTESIAN COORDINATES (ANGSTROEM)
F: -2.38547 5.64141 -2.45308
F: -1.80936 5.54127 -0.31937
F: -3.81672 4.88288 -0.94873
O: -2.79272 -0.99769 0.65617
O: -2.00390 0.78192 1.80346
O: -0.75194 -2.96421 0.43184
C: -0.05467 2.04899 -1.77959
C: 3.32321 -0.68356 -1.10515
C: -3.40253 1.16400 1.94729
C: 2.48627 -2.58129 -2.35860
C: 3.57683 -2.07863 2.34029
C: 0.94540 -0.85218 -1.61398
C: -1.83279 -0.40219 1.11626
C: 3.54556 -1.90069 -1.75110
C: 2.03703 -0.15520 -1.03288
C: -1.95912 3.50311 -1.51690
C: -0.41411 -0.42120 -1.42158
C: -3.47321 2.43047 2.75686
C: 1.20311 -2.06998 -2.29709
C: 4.04455 -3.30601 1.85090
C: 3.16270 -4.13429 1.14852
C: -2.49592 4.88503 -1.31833
C: -0.87672 0.91613 -1.54951
C: 1.84883 -3.72918 0.93691
C: 1.38271 -2.46628 1.34171
C: -0.58722 3.33032 -1.69590
C: -2.81121 2.40575 -1.48566
C: -0.03398 -2.08890 0.91688
C: -0.40558 -0.70996 1.01952
C: 2.25307 -1.67369 2.11347
C: -2.28494 1.13048 -1.49182
H: -2.95586 0.26488 -1.51913
H: 4.25626 -1.42642 2.89438
H: -3.12314 2.25305 3.77732
H: 1.16873 -4.38313 0.39199
H: 0.21551 -0.07476 1.63847
H: 1.84558 0.79453 -0.52448
H: -2.89283 3.23419 2.29766
H: 5.08256 -3.61664 2.01412
H: 0.06525 4.19945 -1.76015
H: -1.18946 -1.18924 -1.36973
H: -3.89029 2.54887 -1.42194
H: 0.35676 -2.56209 -2.78676
H: -3.97217 0.35255 2.43569
H: 0.99258 1.91717 -2.06671
H: 3.49448 -5.09335 0.74435
H: 1.91439 -0.72528 2.52345
H: -4.51432 2.75478 2.81404
H: 2.65595 -3.52713 -2.86878
H: 4.54040 -2.34118 -1.75296
H: -3.81270 1.31560 0.93530
H: 4.14518 -0.14248 -0.63693

LUMO level ... -1.913 eV
Calculated total energy ... -40559.577 eV
Frontier orbital gap ... 6.335 eV
Spin multiplicity ... 1
Molecular weight ... 426.4 g/mol

Here are the natural (NBO) charges for atoms 1 to 4, given in e:
1 F -0.322
2 F -0.327
3 F -0.324
4 O -0.616

Entry 5:
C25H21FeN5O10S2 as an isolated structure, computed with the ωB97M-V functional and the def2-TZVPD basis.

CARTESIAN COORDINATES (ANGSTROEM)
Fe: -0.32097 0.07469 1.14440
S: 1.59517 -4.97210 2.54371
S: -0.27623 0.06312 -2.48476
O: 1.93628 0.07463 0.99763
O: 0.69658 1.66979 4.87036
O: -0.04588 2.09475 0.75707
O: 0.60222 4.08105 1.55671
O: -0.03972 -1.94540 1.31376
O: 1.36242 -5.40662 3.89931
O: 2.81002 -5.43529 1.91908
O: -0.93693 -0.81400 -3.42389
O: 1.13783 -0.11348 -2.27528
O: -0.19315 0.57810 3.13276
N: 1.40903 -3.37981 2.38237
N: -2.53800 0.31310 0.52868
N: -0.84309 5.60586 -4.59929
N: -0.95625 0.00882 -1.02961
N: -3.01979 0.98949 -1.71357
C: -1.02487 1.91736 -4.36455
C: -2.00330 -5.53998 -0.08836
C: -0.10262 2.78926 -2.32102
C: 2.11983 2.25326 1.75021
C: 0.75721 1.18984 3.73687
C: -2.20619 0.44087 -0.78807
C: -0.75346 4.29661 -4.08540
C: -3.70751 0.78050 0.91695
C: -0.37012 -4.28188 1.08669
C: 2.60141 1.29674 0.64789
C: -1.42357 -6.71944 0.37951
C: -4.60353 1.37013 0.03959
C: 0.36491 -3.07741 1.61704
C: 3.98896 -0.06483 2.03939
C: 4.07543 0.92391 0.84555
C: -4.18459 1.44158 -1.28207
C: 2.09116 1.28433 2.98575
C: 0.77493 2.87918 1.35929
C: -0.30208 -6.68825 1.20255
C: -0.23861 4.07636 -2.81083
C: 0.20508 -5.44785 1.53587
C: 2.48646 -0.04822 2.33016
C: -0.49327 1.71200 -3.10249
C: -1.14827 3.20711 -4.85909
C: -1.47870 -4.30120 0.26256
H: 2.09160 -0.94305 2.79926
H: -1.56930 3.37659 -5.84542
H: 4.46290 0.43467 -0.04796
H: -1.58460 5.72686 -5.27071
H: 0.23454 2.62250 -1.30531
H: -2.87150 -5.59354 -0.73414
H: 2.32391 1.57512 -0.36449
H: 2.83344 1.58774 3.72231
H: 4.30575 -1.06778 1.75433
H: -4.81913 1.89955 -2.03805
H: 0.03530 4.91850 -2.18387
H: -1.35055 1.05845 -4.93665
H: -1.85060 -7.67391 0.09413
H: 4.56987 0.25484 2.90532
H: -1.90056 -3.37002 -0.09541
H: 4.68677 1.80332 1.05645
H: -0.88165 6.31321 -3.88217
H: 2.81685 3.07348 1.91437
H: -3.93422 0.67703 1.97341
H: 0.15761 -7.59935 1.56483
H: -5.56065 1.74918 0.36632

Total charge ... -2
LUMO level (spin up / spin down) ... 4.337 / 4.337 eV
Calculated total energy ... -110254.691 eV
Energy above the lowest of the compared OMol25 structures with the same formula, charge and spin ... 0.0 kJ/mol
<S²> ... 6.01
Frontier orbital gap (spin up / spin down) ... 7.319 / 6.730 eV
Spin multiplicity ... 5
Molecular weight ... 671.4 g/mol

Here are the natural (NBO) charges for atoms 1 to 4, given in e:
1 Fe 1.584
2 S 2.305
3 S 2.345
4 O -0.559

Entry 6:
A 3-piece molecular cluster, C25H21N2O3 overall at a distorted geometry, computed with the ωB97M-V functional and the def2-TZVPD basis.

CARTESIAN COORDINATES (ANGSTROEM)
O: -4.50369 3.31258 -0.16167
O: 0.23134 -0.69847 0.44771
O: -0.63520 -1.12899 -1.71580
N: -2.22807 3.92458 -0.79317
N: -5.68641 1.26962 0.94812
C: -3.18038 2.87474 -0.45898
C: -2.70075 1.37723 -0.42909
C: -2.20616 -0.53513 3.58835
C: -1.51243 -1.09546 2.29780
C: -0.03604 1.19975 2.29986
C: -1.20504 1.08371 -0.74836
C: -0.52054 -0.37658 -0.72303
C: 3.07356 3.99265 -5.04394
C: 3.58945 1.46357 -4.00196
C: 2.27588 1.88880 -4.17799
C: 0.13457 -7.01998 2.93308
C: 2.01782 3.15306 -4.70150
C: 0.78061 -4.54252 1.84293
C: 0.06073 -5.46666 1.09124
C: 0.86230 -6.09940 3.68137
C: -0.40726 -0.18438 1.63372
C: -5.19111 2.33854 0.64139
C: -0.73752 1.75299 3.57897
C: -1.85415 0.86673 4.21836
C: 4.64497 2.30475 -4.34099
C: 1.18286 -4.85895 3.13718
C: -0.83476 3.70906 -1.10814
C: 4.38695 3.57090 -4.85934
C: -0.23970 2.28106 -1.10810
C: -0.26446 -6.70498 1.63763
H: 2.87264 4.97696 -5.45450
H: -1.74406 -2.10225 1.81384
H: 5.66884 1.97424 -4.20174
H: 0.86562 2.06866 -1.32471
H: -2.40807 1.25771 5.14711
H: -0.41987 2.78875 3.97985
H: 0.99341 3.48344 -4.84260
H: -0.24794 -5.22170 0.08026
H: -3.01871 -1.21008 4.05175
H: 3.79082 0.47586 -3.59947
H: 1.74611 -4.13922 3.72221
H: -0.12117 -7.98444 3.35978
H: -0.12347 4.58011 -1.34861
H: -2.56162 4.91133 -0.78179
H: 1.02941 -3.57423 1.41905
H: -3.40946 0.52762 -0.15625
H: 1.45261 1.23435 -3.90857
H: -0.82885 -7.42432 1.05339
H: 5.20964 4.22805 -5.12021
H: 0.77786 1.84432 1.81675
H: 1.17891 -6.34797 4.68880

Total charge ... +1
LUMO level ... -5.443 eV
Calculated total energy ... -35370.796 eV
Frontier orbital gap ... 5.484 eV
Spin multiplicity ... 1
Molecular weight ... 397.5 g/mol

Here are the natural (NBO) charges for atoms 1 to 4, given in e:
1 O -0.443
2 O -0.492
3 O -0.461
4 N -0.505